Record 1
Here is the molecule CH3OP at a distorted geometry from OMol25. Energies are from the ωB97M-V functional and the def2-TZVPD basis.

Values from the calculation:
**Maximum force**: 0.073 hartree/bohr
**Kohn-Sham gap**: 9.952 eV
**ΔE to the lowest compared entry with this formula, charge and spin**: 17.0 kcal/mol
**Structure (SMILES)**: C=PO

```
! RIJCOSX wB97M-V def2-TZVPD def2/J DEFGRID3
* xyz 0 1
C -0.95 -0.48 0.03
O 1.78 0.66 -0.12
P 0.76 -0.69 -0.02
H -1.30 0.57 0.04
H -1.52 -1.44 0.06
H 1.24 1.38 0.01
*
```

Mulliken atomic charge list, values in e, 5 entries:
1 C -0.519
2 O -0.453
3 P 0.206
4 H 0.218
5 H 0.256

Record 2
Here is the ion CH2NOS2 with charge -1 at a distorted geometry from OMol25. Energies are from the ωB97M-V functional and the def2-TZVPD basis.

Values from the calculation:
**Maximum force**: 0.062 hartree/bohr
**Kohn-Sham gap**: 7.366 eV
**ΔE to the lowest compared entry with this formula, charge and spin**: 7.9 kcal/mol
**Structure (SMILES)**: NSC([O-])=S

```
! RIJCOSX wB97M-V def2-TZVPD def2/J DEFGRID3
* xyz -1 1
C 1.30 -0.35 0.30
N -1.58 0.57 -0.30
O 0.65 -1.37 0.34
S 2.86 0.01 0.37
S -0.02 1.33 0.13
H -1.76 -0.18 0.41
H -1.45 -0.01 -1.25
*
```

Mulliken atomic charge list, values in e, 5 entries:
1 C 0.357
2 N -0.603
3 O -0.548
4 S -0.495
5 S -0.215

Record 3
Here is a structure of composition C12H18BF4Ru at a distorted geometry from OMol25. Energies are from the ωB97M-V functional and the def2-TZVPD basis.

Values from the calculation:
**Maximum force**: 0.037 hartree/bohr
**Kohn-Sham gap (spin up / spin down)**: 5.831 / 5.802 eV

```
! RIJCOSX wB97M-V def2-TZVPD def2/J DEFGRID3
* xyz 3 1
Ru -0.96 -0.24 0.00
C 0.26 1.35 -2.64
C 0.57 0.77 -1.30
C 1.04 -0.59 -1.22
C 1.34 -1.37 -2.44
C 1.06 -1.22 0.08
C 1.26 -2.70 0.17
C 0.96 -0.42 1.27
C 1.03 -1.08 2.60
C 0.87 1.02 1.16
C 1.03 1.87 2.35
C 0.50 1.58 -0.12
C 0.09 3.00 -0.23
H 1.20 1.78 -3.03
H -0.46 2.16 -2.61
H -0.07 0.60 -3.36
H 0.45 -1.90 -2.82
H 2.09 -2.13 -2.24
H 1.68 -0.72 -3.25
H 2.34 -2.87 0.31
H 0.96 -3.23 -0.73
H 0.75 -3.15 1.03
H 2.06 -1.44 2.74
H 0.39 -1.97 2.66
H 0.77 -0.42 3.42
H 0.07 2.01 2.87
H 1.38 2.86 2.07
H 1.71 1.42 3.06
H 0.91 3.54 -0.74
H -0.10 3.48 0.73
H -0.79 3.14 -0.86
F -2.64 -0.56 0.11
B -5.49 -1.15 0.24
F -5.70 0.14 0.06
F -5.30 -1.93 -0.81
F -5.27 -1.62 1.45
*
```

Mulliken atomic charge list, values in e, 5 entries:
1 Ru 1.523
2 C -1.943
3 C 0.713
4 C 1.171
5 C -2.100

Record 4
Here is a cluster of 2 separate species, C3H9OPS2 in total at a distorted geometry from OMol25. Energies are from the ωB97M-V functional and the def2-TZVPD basis.

Values from the calculation:
**Maximum force**: 0.063 hartree/bohr
**Kohn-Sham gap**: 9.489 eV
**ΔE to the lowest compared entry with this formula, charge and spin**: 56.4 kcal/mol
**Structure (SMILES)**: CP(C)(=S)S.C=O

```
! RIJCOSX wB97M-V def2-TZVPD def2/J DEFGRID3
* xyz 0 1
C -0.56 -0.66 -1.56
C -0.24 -0.91 1.22
C 2.69 1.25 0.15
O 2.49 0.16 -0.35
P -1.00 0.18 0.01
S -3.08 -0.29 0.09
S -0.71 2.10 0.10
H -1.29 -1.46 -1.66
H -0.58 0.03 -2.31
H 0.45 -0.91 -1.43
H 0.67 -1.09 0.67
H -0.16 -0.49 2.23
H -0.71 -1.99 1.23
H 1.94 1.54 0.83
H 3.57 1.81 0.00
H -3.48 0.72 0.76
*
```

Mulliken atomic charge list, values in e, 5 entries:
1 C -1.076
2 C -0.792
3 C -0.055
4 O -0.425
5 P 0.577

Record 5
Here is a cluster of 2 separate species, C4H10N2O2 in total at a distorted geometry from OMol25. Energies are from the ωB97M-V functional and the def2-TZVPD basis.

Values from the calculation:
**Maximum force**: 0.022 hartree/bohr
**Kohn-Sham gap**: 8.731 eV
**ΔE to the lowest compared entry with this formula, charge and spin**: 40.8 kcal/mol
**Structure (SMILES)**: CC(=O)O.N/C=C/N

```
! RIJCOSX wB97M-V def2-TZVPD def2/J DEFGRID3
* xyz 0 1
O 0.43 1.67 -0.09
C -0.76 1.49 -0.13
O -1.36 0.36 -0.54
C -1.75 2.57 0.18
H -0.72 -0.24 -0.98
H -2.45 2.74 -0.64
H -1.22 3.51 0.31
H -2.31 2.34 1.09
C 1.31 -1.70 -0.49
C 0.84 -1.38 0.72
N 1.59 -0.73 1.71
N 0.41 -2.00 -1.57
H 2.37 -1.63 -0.66
H -0.20 -1.55 0.96
H 1.03 -0.67 2.55
H 1.97 0.17 1.48
H -0.04 -2.90 -1.43
H 0.87 -2.03 -2.46
*
```

Mulliken atomic charge list, values in e, 5 entries:
1 O -0.549
2 C 0.810
3 O -0.488
4 C -1.056
5 H 0.426

Record 6
Here is a structure of composition C5H8FNS at a distorted geometry from OMol25. Energies are from the ωB97M-V functional and the def2-TZVPD basis.

Values from the calculation:
**Maximum force**: 0.121 hartree/bohr
**Kohn-Sham gap**: 9.054 eV
**ΔE to the lowest compared entry with this formula, charge and spin**: 112.1 kcal/mol

```
! RIJCOSX wB97M-V def2-TZVPD def2/J DEFGRID3
* xyz 0 1
C -0.76 -0.76 -0.15
C -0.20 0.02 1.07
C 0.96 0.80 0.55
C 0.28 0.00 -1.07
C 1.67 -0.26 -0.31
H -3.52 -1.56 -0.78
H -0.52 -1.85 -0.23
H 0.01 -0.51 1.93
H -1.17 0.76 1.26
H 1.49 1.31 1.34
H -0.53 1.81 0.00
H 0.19 0.09 -2.17
H 2.36 0.32 -0.83
N 0.45 1.52 -0.57
F 1.79 -1.51 0.04
S -2.51 -0.20 -0.07
*
```

Mulliken atomic charge list, values in e, 5 entries:
1 C 0.472
2 C -1.564
3 C -0.173
4 C -0.473
5 C 0.002

Record 7
Here is a cluster of 2 separate species, C4H7Cl2NSi in total at a distorted geometry from OMol25. Energies are from the ωB97M-V functional and the def2-TZVPD basis.

Values from the calculation:
**Maximum force**: 0.129 hartree/bohr
**Kohn-Sham gap (spin up / spin down)**: 7.167 / 7.166 eV
**ΔE to the lowest compared entry with this formula, charge and spin**: 161.9 kcal/mol

```
! RIJCOSX wB97M-V def2-TZVPD def2/J DEFGRID3
* xyz 0 1
C -1.59 0.51 0.26
C 0.22 1.52 1.70
C -0.73 0.37 1.27
C 0.58 -0.60 -1.99
N -2.55 0.38 -0.42
Si 0.65 -1.60 -0.37
Cl -0.16 -1.53 -3.28
Cl 2.20 -0.07 -2.39
H 0.75 1.85 0.73
H -0.45 2.36 2.05
H 0.81 1.17 2.61
H -1.06 -0.28 2.02
H -0.12 0.26 -1.74
H -0.55 -2.43 -0.33
H 1.98 -1.90 -0.12
*
```

Mulliken atomic charge list, values in e, 5 entries:
1 C 0.329
2 C -0.814
3 C -0.486
4 C 0.089
5 N -0.506

Record 8
Here is a structure of composition C39H37FeI2N7O6P2Se2 at a distorted geometry from OMol25. Energies are from the ωB97M-V functional and the def2-TZVPD basis.

Values from the calculation:
**Maximum force**: 0.031 hartree/bohr
**Kohn-Sham gap (spin up / spin down)**: 7.223 / 4.300 eV
**ΔE to the lowest compared entry with this formula, charge and spin**: 25.7 kcal/mol

```
! RIJCOSX wB97M-V def2-TZVPD def2/J DEFGRID3
* xyz 1 6
Fe 0.05 -0.31 -0.04
I -2.40 -0.89 -1.39
C -2.03 -3.02 -1.43
I -0.09 -3.37 -0.58
H -2.04 -3.40 -2.44
H -2.76 -3.53 -0.81
Se -2.24 5.44 -3.61
P -2.37 5.44 -1.49
C -1.36 6.72 -0.69
C -0.68 7.65 -1.47
C -0.04 8.72 -0.85
C -0.07 8.84 0.53
C -0.75 7.91 1.31
C -1.41 6.86 0.69
C -4.05 5.74 -0.86
C -4.37 6.91 -0.18
C -5.66 7.11 0.28
C -6.64 6.15 0.05
C -6.33 5.00 -0.66
C -5.04 4.79 -1.11
C -1.91 3.79 -0.88
C -0.86 3.11 -0.22
N -1.17 1.79 -0.27
N -2.30 1.67 -0.92
N -2.75 2.83 -1.31
P 0.69 3.53 0.55
Se 1.82 1.72 0.86
C 1.56 4.66 -0.56
C 2.32 5.73 -0.12
C 3.04 6.47 -1.05
C 2.99 6.16 -2.39
C 2.21 5.09 -2.83
C 1.51 4.33 -1.91
C 0.38 4.25 2.19
C 1.46 4.66 2.97
C 1.24 5.16 4.23
C -0.05 5.23 4.74
C -1.12 4.77 3.99
C -0.91 4.27 2.71
H -0.67 7.54 -2.54
H 0.47 9.46 -1.45
H 0.44 9.67 1.01
H -0.79 8.02 2.38
H -1.98 6.16 1.28
H -3.61 7.67 -0.02
H -5.91 8.02 0.80
H -7.64 6.31 0.41
H -7.10 4.26 -0.86
H -4.79 3.89 -1.67
H 2.36 5.99 0.93
H 3.64 7.31 -0.71
H 3.54 6.75 -3.11
H 2.16 4.85 -3.88
H 0.93 3.48 -2.24
H 2.47 4.56 2.58
H 2.08 5.50 4.83
H -0.22 5.64 5.73
H -2.13 4.81 4.39
H -1.74 3.91 2.12
C -0.85 0.36 5.07
N -1.88 0.01 4.10
C -3.05 -0.73 4.59
C -1.56 -0.11 2.84
N -1.31 -0.18 1.71
H -1.32 0.84 5.92
H -0.14 1.05 4.61
H -0.31 -0.53 5.41
H -3.52 -0.17 5.39
H -2.76 -1.72 4.96
H -3.76 -0.86 3.78
O 2.25 -1.07 -0.11
C 2.24 -1.28 1.13
O 1.20 -1.08 1.80
C 3.48 -1.73 1.82
C 3.65 -1.51 3.18
C 4.81 -1.91 3.81
C 5.81 -2.54 3.09
C 5.64 -2.74 1.73
C 4.49 -2.33 1.08
N 6.70 -3.40 0.95
O 6.55 -3.47 -0.25
O 7.66 -3.83 1.56
H 2.85 -1.03 3.73
H 4.95 -1.74 4.87
H 6.72 -2.88 3.56
H 4.37 -2.49 0.02
N 2.44 -0.51 -4.79
C 2.46 0.47 -3.70
C 1.33 0.17 -2.74
O 0.82 -1.04 -2.85
O 0.91 0.96 -1.90
H 3.36 -0.71 -5.15
H 1.86 -0.18 -5.56
H 1.31 -1.46 -3.60
H 2.42 1.51 -4.00
H 3.38 0.33 -3.11
*
```

Mulliken atomic charge list, values in e, 5 entries:
1 Fe 0.848
2 I 0.404
3 C -0.981
4 I 0.138
5 H 0.448

Among the records above, which one has the lowest maximum force? C4H10N2O2